Entry 1:
Formula: C9H23F3O11P2S
Source: the OMol25 dataset
Level of theory: ωB97M-V/def2-TZVPD

```
49
Properties=species:S:1:pos:R:3:forces:R:3
O 3.5917 -3.8610 2.4384 1.15 -4.89 -1.06
S 4.2234 -5.2346 2.1324 -0.23 3.19 1.28
O 4.5043 -5.9314 3.6996 0.72 0.27 -1.46
O 3.1854 -6.3185 1.3471 -1.03 2.06 1.71
C 1.7780 -5.9054 1.3602 -2.72 -0.69 -0.51
C 0.9709 -6.3409 2.7593 -0.61 -0.49 -0.92
C -0.2638 -5.2707 3.1162 0.88 -1.21 0.34
F -0.8712 -4.6592 1.9099 1.79 -1.64 4.19
F -1.3333 -6.0603 3.7846 3.02 3.15 -1.76
F 0.3518 -4.2558 4.0315 -2.92 -2.75 -2.98
H 5.5108 -6.0101 3.7777 -1.94 0.12 -0.35
H 1.2430 -6.5468 0.5062 1.53 1.44 1.80
H 1.5761 -4.7878 1.0799 0.93 -2.01 0.77
H 1.6892 -6.5075 3.6679 -1.50 0.83 -1.65
H 0.4754 -7.4037 2.5346 0.88 2.52 0.62
C 3.8225 -0.2010 -2.7748 0.54 -0.08 -0.37
O 2.4426 -0.0525 -2.4880 2.00 1.58 2.68
P 1.9935 -0.7884 -0.9881 -8.24 -4.35 -3.63
O 1.7016 -2.0882 -1.7468 1.67 0.01 0.59
O 0.6305 0.1432 -0.9177 1.24 0.25 0.65
C 0.1679 0.9082 -2.0158 -0.31 0.45 -0.28
O 1.5444 -1.5242 0.5118 2.88 1.89 0.68
C 0.2563 -2.1131 0.6203 -0.67 0.15 -0.07
H 4.0400 0.2949 -3.7233 -0.11 -0.03 0.12
H 4.4158 0.2645 -1.9834 0.21 0.01 -0.28
H 4.0801 -1.2606 -2.8575 0.02 0.04 -0.01
H 0.0933 0.3006 -2.9215 0.16 0.10 0.08
H 0.8181 1.7713 -2.1737 -0.07 -0.14 -0.21
H -0.8306 1.2834 -1.7760 0.11 -0.17 0.23
H 0.0804 -2.8497 -0.1680 0.16 0.21 -0.10
H -0.5225 -1.3476 0.6033 0.02 -0.12 -0.08
H 0.2005 -2.6283 1.5827 0.41 0.31 -0.04
C -0.6813 4.3844 -0.0404 0.52 -0.42 0.10
O -1.4873 5.3929 -0.6248 -0.78 -0.25 3.60
P -3.1787 5.0665 -0.4652 -2.13 2.37 -9.47
O -3.1313 4.3208 -1.8040 0.27 -1.11 1.36
O -3.5295 6.6612 -0.7186 0.11 -0.66 1.22
C -2.5694 7.5922 -1.1836 0.25 0.53 -0.06
O -4.8701 4.7400 -0.3056 1.35 -0.52 3.19
C -5.7412 5.1436 -1.3525 -0.15 0.57 -0.48
H 0.3688 4.6577 -0.1640 -0.15 0.04 -0.01
H -0.9069 4.3040 1.0262 0.34 -0.12 -0.03
H -0.8615 3.4239 -0.5313 0.03 0.02 0.05
H -2.0651 7.2291 -2.0830 0.04 -0.05 0.19
H -1.8502 7.8176 -0.3933 0.08 -0.05 -0.24
H -3.0872 8.5213 -1.4369 -0.22 -0.22 0.13
H -5.4237 4.7451 -2.3195 0.22 0.05 0.20
H -5.8143 6.2324 -1.3977 0.04 -0.10 -0.07
H -6.7368 4.7484 -1.1347 0.22 -0.10 0.34
```
Positions in Å, forces in eV/Å.

## Properties
Energy relative to the best compared isomer or geometry (same formula, charge and spin): 930.3 kJ/mol
Gap between HOMO and LUMO: 6.47 eV
Net charge: 0
E: -2564.52079 Eh

natural (NBO) population analysis, charges in e, atoms 1 to 5: O -0.862; S 1.627; O -0.887; O -0.680; C -0.117

---

Entry 2:
Formula: C22H50Cl4N6O6
Source: the OMol25 dataset
Level of theory: ωB97M-V/def2-TZVPD

```
88
Properties=species:S:1:pos:R:3:forces:R:3
C 1.1587 4.3528 -4.9258 1.04 -1.37 0.28
C 1.4059 3.7937 -3.5186 -1.61 0.93 -0.17
O 1.2986 2.6167 -3.2198 0.43 -0.13 -0.31
N 1.5257 4.7647 -2.5761 0.42 -0.83 0.76
C 1.5736 4.3492 -1.1732 0.20 0.43 -0.22
H 0.6648 5.3154 -4.8969 0.16 0.15 -0.19
H 0.6025 3.6133 -5.4988 -0.30 0.13 0.17
H 2.1480 4.3418 -5.3956 -0.13 0.64 -0.19
H 1.6920 5.7220 -2.8163 -0.05 0.06 -0.17
H 2.5736 4.0527 -0.8516 0.05 -0.09 -0.13
H 0.9053 3.5027 -1.0716 -0.06 0.04 0.19
H 1.2382 5.1645 -0.5393 -0.15 -0.03 -0.02
C 4.8400 -1.3578 2.2315 0.18 0.52 -0.06
C 3.6422 -2.1189 2.7663 1.11 -0.53 1.04
O 3.7835 -3.0110 3.5980 -0.06 0.07 -0.49
N 2.4413 -1.7171 2.3454 -0.72 0.52 -0.62
C 1.1953 -2.3241 2.7178 -0.89 0.21 0.68
H 4.6569 -0.8288 1.2944 -0.12 -0.14 -0.04
H 5.7138 -1.9937 2.1128 -0.24 -0.30 -0.05
H 5.1542 -0.5982 2.9524 -0.23 -0.04 0.13
H 2.3449 -0.8499 1.8195 0.35 -0.55 0.11
H 0.8247 -3.0815 2.0222 0.15 0.14 -0.25
H 0.4625 -1.5168 2.7950 -0.17 -0.20 -0.33
H 1.1621 -2.7913 3.7032 0.71 0.02 0.03
C -3.1114 4.0923 1.4564 0.36 0.16 0.03
C -1.6391 4.3566 1.6816 -0.04 0.06 -0.16
O -0.8073 4.4209 0.7859 -0.13 -0.04 -0.07
N -1.2814 4.5084 2.9777 0.38 -0.26 0.42
C 0.0726 4.7857 3.4193 -0.15 0.70 0.38
H -3.2196 3.2799 0.7405 0.00 -0.16 0.18
H -3.5891 4.9604 1.0020 0.10 0.12 0.10
H -3.5807 3.8645 2.4102 -0.35 -0.18 -0.21
H -1.9701 4.4649 3.7067 -0.24 -0.05 -0.18
H 0.3180 4.2337 4.3266 -0.08 -0.28 -0.14
H 0.1310 5.8416 3.7012 0.24 0.03 -0.15
H 0.8100 4.5894 2.6492 -0.17 -0.13 -0.16
C -4.9986 -0.1600 1.3939 -0.22 -0.39 -0.78
C -4.3531 0.6608 2.4866 -0.44 0.51 -0.49
O -4.8778 1.6701 2.9440 0.02 -0.17 0.13
N -3.1363 0.2428 2.8474 0.73 -0.87 0.49
C -2.3454 0.8999 3.8624 -0.11 0.25 -0.03
H -5.9705 0.2270 1.0953 -0.06 0.11 0.45
H -5.0980 -1.2202 1.6402 -0.04 0.08 0.29
H -4.4153 -0.1556 0.4687 0.34 0.17 0.21
H -2.7214 -0.5819 2.4096 -0.27 0.42 -0.03
H -2.6242 0.6599 4.8921 -0.28 -0.11 -0.09
H -2.4674 1.9760 3.7341 0.28 -0.01 0.09
H -1.3058 0.5929 3.7486 0.03 0.20 -0.14
C -2.2419 -2.8847 -0.6635 0.46 -0.95 0.89
C -2.1076 -2.7451 0.8498 0.08 1.25 0.17
O -1.7394 -1.6684 1.3362 -0.03 -0.65 -0.24
N -2.4456 -3.7793 1.6484 0.04 -0.71 -0.42
C -2.2568 -3.7797 3.0904 0.34 0.21 -0.13
H -3.2813 -2.7935 -0.9687 0.00 0.22 -0.05
H -1.8917 -3.8826 -0.9448 -0.11 0.04 -0.19
H -1.5936 -2.1516 -1.1287 -0.22 0.17 -0.13
H -2.5455 -4.6836 1.2138 -0.13 0.12 -0.06
H -2.4951 -2.7891 3.4653 -0.13 -0.06 0.16
H -1.2224 -4.0042 3.3613 0.04 0.07 -0.05
H -2.8814 -4.5415 3.5481 -0.21 0.11 -0.05
C 2.4512 -1.6600 -1.3892 0.85 -0.19 0.62
C 3.2608 -2.6881 -2.1568 -0.23 0.41 0.47
O 4.4576 -2.5459 -2.3281 -0.09 -0.21 -0.34
N 2.5460 -3.7567 -2.5990 0.29 -0.44 -0.31
C 3.1210 -4.8311 -3.3854 0.53 0.10 0.22
H 3.0887 -1.3213 -0.5725 0.07 -0.12 0.00
H 1.5731 -2.1007 -0.9153 -0.30 0.27 -0.35
H 2.2827 -0.7596 -1.9761 -0.41 -0.22 -0.17
H 1.5849 -3.8760 -2.3348 -0.08 0.33 0.06
H 2.5408 -4.9548 -4.2987 0.04 -0.31 0.00
H 3.2112 -5.7568 -2.8129 -0.45 -0.09 -0.09
H 4.1551 -4.5945 -3.6328 -0.14 0.37 -0.12
Cl -0.4579 -3.9314 -4.4157 -0.12 -0.18 -0.03
C 0.5676 -2.7758 -5.2873 0.02 0.81 -0.36
C -0.0097 -1.3659 -5.2774 0.23 0.09 1.19
Cl -0.1072 -0.8142 -3.5457 -0.28 -0.04 -0.44
H 0.6734 -3.1136 -6.3163 0.00 -0.14 0.03
H 1.5346 -2.7593 -4.7908 0.02 -0.11 -0.03
H -0.9984 -1.2592 -5.7105 -0.03 -0.19 -0.01
H 0.6708 -0.6287 -5.6937 0.09 -0.27 -0.40
Cl -2.0868 0.9003 -0.7640 -0.44 0.32 0.26
C -0.3418 0.6954 -0.5786 0.45 0.26 -1.08
C 0.2281 1.2049 0.7140 -0.24 -0.23 0.94
Cl 2.0003 1.0167 0.6781 0.45 0.22 -0.22
H 0.1134 1.2394 -1.4094 -0.01 0.04 0.04
H -0.1695 -0.3592 -0.7780 0.26 -0.05 0.53
H -0.1012 0.6288 1.5777 -0.20 -0.06 -0.13
H 0.0860 2.2599 0.9368 -0.41 0.01 -0.46
```
Positions in Å, forces in eV/Å.

## Properties
Structure (SMILES): CNC(C)=O.CNC(C)=O.CNC(C)=O.CNC(C)=O.CNC(C)=O.CNC(C)=O.ClCCCl.ClCCCl
Energy relative to the best compared isomer or geometry (same formula, charge and spin): 46.7 kJ/mol
Gap between HOMO and LUMO: 9.53 eV
Net charge: 0
E: -3489.12327 Eh

Löwdin population analysis, charges in e, atoms 1 to 5: C 0.000; C -0.545; O 0.021; N 0.013; C -0.069

---

Entry 3:
Formula: C5H15N3O
Source: the OMol25 dataset
Level of theory: ωB97M-V/def2-TZVPD

```
24
Properties=species:S:1:pos:R:3:forces:R:3
C 1.3382 -0.0651 0.2007 -0.47 0.02 -0.97
C 0.7303 1.1883 0.8214 0.15 -0.07 -0.11
C 2.8272 0.0966 -0.0863 -0.22 -0.10 0.03
C 0.9988 -1.3881 0.8631 -0.49 -0.18 -0.90
N 0.6505 -0.3870 -1.1774 0.01 1.31 -0.02
H -0.3192 -0.0540 -1.2026 0.16 0.15 0.15
H 1.1231 -0.0037 -1.9975 0.05 -0.12 0.02
H 1.1931 1.3619 1.7930 0.01 0.04 0.01
H -0.3407 1.0645 0.9859 -0.02 -0.02 -0.03
H 0.8925 2.0736 0.1995 -0.01 0.00 0.04
H 3.3603 0.2277 0.8549 0.03 0.05 0.00
H 0.1419 -1.3174 1.5344 -0.02 0.09 0.08
H 3.0263 0.9581 -0.7294 0.00 0.03 0.05
H 3.2245 -0.7962 -0.5717 -0.04 -0.04 0.01
H 0.5774 -1.5470 -0.5983 0.94 -0.89 1.77
H 1.8406 -1.8126 1.4087 -0.01 -0.25 -0.13
N -2.3574 0.6610 -1.4175 -0.32 -0.04 0.55
C -2.6087 -0.7862 0.8271 0.20 0.15 -0.12
O -3.2985 1.0467 -0.3632 0.32 -0.11 -0.55
N -3.3165 0.2592 0.7579 0.02 -0.08 0.03
H -2.1816 1.5643 -1.8500 -0.05 -0.03 0.06
H -2.9123 0.1198 -2.0816 -0.04 0.08 0.08
H -2.6759 -1.3308 1.7581 -0.09 -0.01 0.03
H -1.9140 -1.1338 0.0706 -0.09 0.04 -0.09
```
Positions in Å, forces in eV/Å.

## Properties
Energy relative to the best compared isomer or geometry (same formula, charge and spin): 654.7 kJ/mol
Gap between HOMO and LUMO: 8.07 eV
Net charge: 0
E: -438.78557 Eh

natural (NBO) population analysis, charges in e, atoms 1 to 5: C 0.130; C -0.624; C -0.624; C -0.828; N -0.885

---

Q: Number 3 is which compound?
A: C5H15N3O